[1]
Computed, not measured: C18H22N3RuS2 as an isolated structure in a non-equilibrium geometry, with wB97M-V/def2-TZVPD.

ORCA input file:
```
! RIJCOSX wB97M-V def2-TZVPD def2/J DEFGRID3
* xyz 2 2
Ru 0.2840 0.5354 -0.4821
C -0.6720 -2.1795 3.2324
C -0.0644 -2.2922 1.8319
C 0.7060 -3.6017 1.6582
C 0.7748 -1.0736 1.4765
C 1.8742 -1.1408 0.6068
C 2.5884 -0.0034 0.2051
C 2.2490 1.2789 0.6692
C 2.9730 2.5080 0.1815
C 1.2264 1.3413 1.6227
C 0.5143 0.1779 2.0147
H -1.1318 -3.1279 3.5030
H -1.4570 -1.4233 3.2926
H 0.0886 -1.9580 3.9856
H -0.8905 -2.3007 1.1128
H 1.6049 -3.6248 2.2801
H 0.9927 -3.7896 0.6222
H 0.0729 -4.4324 1.9637
H 2.1899 -2.1048 0.2292
H 3.4323 -0.0991 -0.4648
H 2.5841 2.8289 -0.7816
H 4.0354 2.3053 0.0534
H 2.8618 3.3322 0.8833
H 1.0196 2.3022 2.0764
H -0.2304 0.2604 2.7929
C 0.9613 -2.7536 -4.6705
S 1.1261 -0.9673 -4.9512
C 0.4290 -0.3054 -3.5136
S 0.6497 -1.1198 -1.9556
N -0.1893 0.8091 -3.5673
N -0.5637 1.2010 -2.2672
C -1.7444 1.6780 -2.2360
C -2.2514 2.0232 -0.9337
C -3.3898 2.7749 -0.7517
C -3.7712 3.1040 0.5405
C -2.9844 2.6596 1.5837
C -1.8510 1.9082 1.3209
N -1.4721 1.5694 0.0759
H 1.4912 -3.2114 -5.5031
H -0.0833 -3.0485 -4.7012
H 1.4346 -3.0741 -3.7454
H -2.3272 1.7638 -3.1464
H -3.9573 3.1050 -1.6116
H -4.6567 3.6985 0.7225
H -3.2323 2.8876 2.6110
H -1.2442 1.5789 2.1346
*
```

Energy   -47728.9309 eV
Lowest unoccupied orbital energy (alpha / beta)   -8.32 / -8.66 eV
HOMO-LUMO gap (alpha / beta)   6.41 / 6.02 eV
⟨S²⟩   0.766
ΔE to the lowest compared entry with this formula, charge and spin   193.9 kJ/mol
Largest force on an atom   0.0469 Eh/bohr

=====

[2]
Computed, not measured: CrH13O7 as an isolated structure in a non-equilibrium geometry, with wB97M-V/def2-TZVPD.

ORCA input file:
```
! RIJCOSX wB97M-V def2-TZVPD def2/J DEFGRID3
* xyz 1 5
Cr -20.0875 -18.4399 24.6143
O -21.8834 -17.6698 24.5358
H -22.7201 -18.1513 24.3852
O -25.0278 -19.1817 21.8965
H -25.7218 -18.8015 21.3579
H -24.7032 -18.4500 22.4213
O -23.6044 -16.1401 22.7552
H -23.4249 -15.2654 23.1000
H -23.1055 -16.7284 23.3221
O -23.8047 -16.5551 25.8011
H -23.4917 -16.0898 26.5768
H -23.0114 -16.9009 25.3922
O -25.4658 -18.8193 25.5016
H -24.6512 -18.3229 25.4218
H -26.1396 -18.1540 25.6413
O -19.3749 -17.3533 22.9283
H -19.6257 -16.5296 22.5102
H -18.8264 -17.7944 22.2797
O -20.6168 -20.0717 23.5254
H -20.6246 -20.3595 22.6125
H -21.2182 -20.6688 23.9704
*
```

Energy   -42957.2270 eV
Lowest unoccupied orbital energy (alpha / beta)   -5.60 / -5.41 eV
HOMO-LUMO gap (alpha / beta)   7.49 / 7.69 eV
⟨S²⟩   6.019
Largest force on an atom   0.0519 Eh/bohr